{"formula": "C4H5Br2N", "method": "the ωB97M-V functional and the def2-TZVPD basis", "e_homo_ev": [-10.281, -10.281], "fmax_ev_per_a": 4.65, "multiplicity": 1, "total_energy_ev": -145801.8776, "orbital_gap_ha": [0.29768, 0.29771], "symbols": ["Br", "Br", "N", "C", "C", "C", "C", "H", "H", "H", "H", "H"], "coordinates": [[-2.85070, -1.39716, 0.41633], [-1.54909, 1.95287, 0.39596], [-1.10519, -0.47381, -2.48652], [-1.01511, 0.21140, -0.08556], [1.44775, 0.30169, 0.19081], [0.20427, -0.32364, 0.61131], [-1.01303, -0.14027, -1.40180], [0.15098, -1.36072, 0.38173], [1.41904, 1.34824, -0.30774], [2.03296, 0.47385, 1.07867], [2.09984, -0.34776, -0.49011], [0.17828, -0.24467, 1.69691]]}


{"formula": "C9H16Cl2I2N", "method": "the ωB97M-V functional and the def2-TZVPD basis", "e_homo_ev": -3.074, "fmax_ev_per_a": 0.82, "multiplicity": 1, "charge": -1, "total_energy_ev": -52329.5019, "orbital_gap_ha": 0.20911, "symbols": ["I", "I", "Cl", "Cl", "N", "C", "C", "C", "C", "C", "C", "C", "C", "C", "H", "H", "H", "H", "H", "H", "H", "H", "H", "H", "H", "H", "H", "H", "H", "H"], "coordinates": [[-0.98099, 2.46081, 3.61092], [-4.32549, 2.38558, 2.22275], [-0.37265, -0.63163, -1.76253], [2.01933, -0.88249, -4.19257], [-0.43795, 0.97051, 0.97082], [-1.43877, 1.39566, 1.65625], [1.91679, 0.40707, 0.66520], [-0.48285, -1.54330, -3.28043], [0.42362, -1.01434, 2.15608], [0.71068, 0.39386, 1.61673], [0.84054, -2.13301, -3.70049], [-2.75778, 1.32221, 1.33280], [-3.21913, 0.51895, 0.15798], [2.85216, 1.58938, 0.91267], [2.47208, -0.53224, 0.75513], [-1.18933, -2.35825, -3.12226], [0.70358, -2.78613, -4.56070], [3.44084, 1.84272, 0.02853], [1.09286, -1.26609, 2.98430], [1.29022, -2.69496, -2.88588], [-2.52587, -0.30506, -0.00059], [1.00214, 1.02238, 2.47386], [-4.21957, 0.11054, 0.31795], [-3.25285, 1.10802, -0.76718], [-0.87460, -0.88114, -4.04955], [2.26552, 2.46823, 1.19038], [0.57010, -1.76640, 1.37484], [3.54720, 1.39896, 1.73405], [1.53434, 0.47931, -0.35391], [-0.60417, -1.07916, 2.51483]]}


{"formula": "C4H9N", "method": "the ωB97M-V functional and the def2-TZVPD basis", "smiles": "C=CN.C=C", "e_homo_ev": -8.070, "fmax_ev_per_a": 0.69, "multiplicity": 1, "total_energy_ev": -5782.1735, "orbital_gap_ha": 0.33803, "symbols": ["N", "C", "C", "C", "C", "H", "H", "H", "H", "H", "H", "H", "H", "H"], "coordinates": [[-0.59666, -1.66942, 0.40010], [-0.13718, 2.18516, -1.32581], [-0.20529, 1.25130, -2.26060], [1.05292, -0.49070, 1.73674], [-0.10648, -1.13084, 1.57092], [0.73327, 2.36118, -0.70336], [-0.99851, 2.80736, -1.12222], [0.54440, 0.47607, -2.32457], [0.08982, -1.86511, -0.30956], [1.90242, -0.50828, 1.06728], [1.16361, 0.01722, 2.68516], [-1.44418, -2.20237, 0.39741], [-0.78235, -1.18987, 2.41197], [-1.00071, 1.31780, -2.98999]]}


{"formula": "C31H25IInO4", "method": "the ωB97M-V functional and the def2-TZVPD basis", "e_homo_ev": -4.442, "fmax_ev_per_a": 0.66, "multiplicity": 1, "charge": -1, "total_energy_ev": -54017.1716, "orbital_gap_ha": 0.19959, "symbols": ["I", "In", "O", "O", "O", "O", "C", "C", "C", "C", "C", "C", "C", "C", "C", "C", "C", "C", "C", "C", "C", "C", "C", "C", "C", "C", "C", "C", "C", "C", "C", "C", "C", "C", "C", "C", "C", "H", "H", "H", "H", "H", "H", "H", "H", "H", "H", "H", "H", "H", "H", "H", "H", "H", "H", "H", "H", "H", "H", "H", "H", "H"], "coordinates": [[0.26848, -6.12788, 0.24401], [-2.74511, -2.50445, -0.84245], [-1.70624, 0.50353, 1.99877], [-1.36015, 5.13175, 4.67411], [2.11313, -1.15062, -5.15202], [3.54508, 1.05975, -0.48170], [-5.12771, 3.37931, 4.19290], [3.51326, 3.46572, -3.88900], [-4.07634, 1.61205, 2.94168], [-1.65780, -6.77982, -0.41224], [3.22635, 0.54661, -1.53651], [2.60301, -3.01711, -0.54122], [-0.23507, 3.47702, 3.42257], [-1.62548, 1.56394, 2.56832], [2.03710, 2.34890, 2.28867], [0.81832, 1.70261, 2.16876], [-2.61923, -5.61005, -0.53341], [-2.25456, -4.56849, -1.60404], [2.83109, 0.77692, -4.00723], [-5.21635, 2.19408, 3.46843], [3.17069, 2.88512, -5.10572], [2.44429, -0.66363, -4.09177], [3.52211, 2.70337, -2.73418], [2.15780, -2.81546, -2.89400], [-0.31965, 2.26603, 2.73192], [2.49401, -1.46915, -2.84270], [-3.90015, 3.98918, 4.38297], [2.87961, -0.89413, -1.62809], [2.82841, 1.54541, -5.16452], [2.12211, 3.55759, 2.97360], [-2.84194, 2.22049, 3.13331], [2.93360, -1.67504, -0.48015], [-2.75194, 3.41512, 3.84853], [0.99193, 4.11989, 3.54090], [-1.44075, 4.09790, 4.03968], [2.21339, -3.58831, -1.74653], [3.18622, 1.35608, -2.78957], [-1.98278, -7.49112, 0.34698], [3.16793, 3.48171, -6.00879], [-1.53581, -7.32072, -1.34864], [-4.31977, -2.70626, 0.00198], [-3.81816, 4.91188, 4.94068], [-1.20848, -4.65354, -1.90934], [-6.17840, 1.72309, 3.31457], [-4.12704, 0.68869, 2.37916], [1.04626, 5.05863, 4.07483], [-2.82960, -1.30591, -2.15120], [3.78620, 3.14082, -1.78137], [3.77283, 4.51548, -3.84354], [3.07550, 4.06315, 3.05941], [1.94314, -4.63467, -1.78247], [2.63337, -3.62072, 0.35624], [-2.69842, -5.15063, 0.45802], [-2.86940, -4.73485, -2.49397], [-6.02130, 3.82822, 4.60745], [2.55203, 1.08251, -6.10165], [-1.52536, -2.11977, 0.39987], [2.91985, 1.91639, 1.83679], [-3.60825, -6.02602, -0.75127], [0.73155, 0.76554, 1.63357], [1.84551, -3.24585, -3.83509], [3.22707, -1.22025, 0.45570]]}


{"formula": "C22H42N3O3P2PtS6Se", "method": "the ωB97M-V functional and the def2-TZVPD basis", "e_homo_ev": [-6.455, -6.702], "fmax_ev_per_a": 0.77, "multiplicity": 2, "s2": 0.774, "total_energy_ev": -186294.5552, "orbital_gap_ha": [0.23527, 0.20034], "symbols": ["Pt", "Se", "S", "S", "S", "S", "S", "S", "P", "P", "O", "O", "O", "N", "N", "N", "C", "C", "C", "C", "C", "C", "C", "C", "C", "C", "C", "C", "C", "C", "C", "C", "C", "C", "C", "C", "C", "C", "H", "H", "H", "H", "H", "H", "H", "H", "H", "H", "H", "H", "H", "H", "H", "H", "H", "H", "H", "H", "H", "H", "H", "H", "H", "H", "H", "H", "H", "H", "H", "H", "H", "H", "H", "H", "H", "H", "H", "H", "H", "H"], "coordinates": [[-0.07329, -0.36404, 0.04842], [2.32108, -0.56229, 2.10289], [-0.04635, 1.84284, 0.87078], [-1.94984, 2.37540, 0.97374], [0.00289, -2.49637, -1.01781], [-0.54246, -1.94029, -4.34380], [-1.04527, 1.07426, -1.89827], [-2.53853, 2.02011, -1.09666], [-1.11448, -2.82887, -2.72723], [-1.19496, -1.40840, 1.70087], [-0.96659, -4.41037, -2.87216], [1.89002, 0.27294, -1.18845], [-2.67849, -2.76408, -2.40161], [4.01356, -1.89733, 0.21229], [4.39800, 0.22588, 0.32194], [2.14769, 0.24340, -2.46621], [2.81638, 0.26161, -5.13628], [2.70614, -0.92822, -4.44140], [4.25976, 1.62572, 0.66678], [-2.92055, -1.89380, 1.37933], [5.00126, -1.61531, -0.70752], [3.40107, -3.18987, 0.43806], [-0.20292, -6.10525, -1.36011], [2.55845, 1.44872, -4.46374], [2.22186, 1.41742, -3.13186], [5.24211, -0.28943, -0.63547], [-1.73774, -1.01442, 4.47039], [-3.87583, -0.71904, 1.21821], [-3.50237, -1.58954, -2.19325], [-0.35914, -2.95304, 2.25380], [2.36302, -0.91885, -3.10592], [-4.82477, -2.12860, -1.68215], [-2.49445, -6.19333, -2.42779], [-1.40735, -5.31938, -1.83562], [-1.24814, -4.07285, 2.78985], [-3.69364, -0.79321, -3.46847], [3.63257, -0.76124, 0.83448], [-1.27121, -0.34613, 3.18099], [0.37647, -2.63223, 2.99378], [-0.27487, 0.08813, 3.29530], [-2.76466, -0.34359, -3.80490], [3.07637, 0.26739, -6.18497], [3.57392, -3.51004, 1.46486], [-0.62288, -4.89822, 3.13305], [-3.34380, -5.58379, -2.73304], [-1.77661, -0.27890, 5.27400], [4.73033, 1.83204, 1.62773], [5.44479, -2.37963, -1.31836], [1.98898, 2.27920, -2.52462], [-4.08159, -1.43832, -4.25792], [2.60788, 2.40374, -4.96605], [5.93160, 0.32902, -1.18022], [2.32978, -3.12393, 0.25620], [-2.11311, -6.72267, -3.30136], [-3.24075, -2.51432, 2.21864], [-0.50144, -6.82088, -0.59258], [-1.86968, -3.75863, 3.62818], [-4.87438, -1.07888, 0.97113], [-1.92358, 0.48859, 2.91593], [3.20007, 1.86830, 0.72707], [-3.55092, -0.03215, 0.43776], [-1.90419, -4.46257, 2.01091], [-5.29353, -2.73900, -2.45518], [-2.73805, -1.43986, 4.36910], [0.20651, -3.32722, 1.40320], [0.54692, -5.43283, -0.94406], [-1.81680, -4.72914, -1.01077], [0.23817, -6.65325, -2.19381], [-1.05952, -1.80848, 4.78338], [-2.83149, -6.92772, -1.69468], [3.84212, -3.90500, -0.25250], [4.73160, 2.22017, -0.11281], [-3.01059, -0.97225, -1.43649], [-3.95056, -0.14686, 2.14328], [-2.89469, -2.53598, 0.49437], [-4.68760, -2.74537, -0.79415], [-5.49386, -1.30370, -1.43802], [2.22171, -1.79873, -2.49867], [2.84818, -1.88250, -4.92557], [-4.41535, 0.00324, -3.27632]]}


{"formula": "C20H29F13N3O7", "method": "the ωB97M-V functional and the def2-TZVPD basis", "e_homo_ev": -12.216, "fmax_ev_per_a": 2.86, "multiplicity": 1, "charge": 1, "total_energy_ev": -75328.8768, "orbital_gap_ha": 0.27159, "symbols": ["F", "F", "F", "F", "F", "F", "F", "F", "F", "F", "F", "F", "F", "O", "O", "O", "O", "O", "O", "O", "N", "N", "N", "C", "C", "C", "C", "C", "C", "C", "C", "C", "C", "C", "C", "C", "C", "C", "C", "C", "C", "C", "C", "H", "H", "H", "H", "H", "H", "H", "H", "H", "H", "H", "H", "H", "H", "H", "H", "H", "H", "H", "H", "H", "H", "H", "H", "H", "H", "H", "H", "H"], "coordinates": [[5.03670, 1.13981, -2.68505], [-2.63661, -7.69904, -0.87829], [-3.21466, -5.62984, -0.61513], [-1.80819, -6.18020, -2.17588], [4.47307, 2.70775, -3.95296], [3.91148, 2.73249, -1.89305], [-0.09688, 2.15959, 1.75711], [0.50064, -0.80701, -1.15736], [-1.69933, -0.60461, 8.10969], [1.73796, 2.09281, 0.73244], [0.70692, 0.30030, 1.13455], [-0.74712, -2.32331, 7.18629], [0.22364, -1.29646, 8.82367], [-0.74203, -7.00471, 0.94651], [-1.99308, 0.49535, 0.50862], [-1.38355, 6.12365, -3.47755], [-0.43707, -5.07027, -0.16509], [-0.44285, -0.22069, 5.55685], [2.98540, 1.24730, -3.24315], [1.12187, 0.50919, 7.00131], [1.09974, 2.33598, -2.25713], [0.53704, 0.14603, -2.14474], [-0.16662, 1.76822, -0.42291], [0.53702, 1.54810, 0.78640], [-0.20447, 5.39474, -3.29413], [0.65100, -4.71749, 0.70920], [-0.51482, -1.11629, 7.73025], [-1.27577, -1.42965, -2.98548], [1.84842, 2.04112, -3.50227], [-0.31715, 4.38563, -2.14089], [4.08431, 1.97697, -2.95203], [0.08420, 0.63883, 4.53479], [-1.61504, 1.48314, -0.40231], [-1.03011, -6.23993, 0.07679], [0.50143, 1.40590, -1.59885], [-2.45677, -1.52408, -3.59585], [-0.50032, -0.13484, -3.19343], [1.08348, 3.74920, -1.83279], [-3.00483, 0.98630, 1.39067], [-2.18623, -6.44820, -0.91160], [1.33726, 0.05621, 3.91361], [0.18138, -0.17769, 6.73484], [1.91924, -5.45727, 0.33813], [-2.64862, 1.83266, 1.98605], [-1.14286, 0.72957, -3.32064], [-1.96948, 1.22288, -1.40462], [-3.31253, 0.21184, 2.08643], [-0.91156, -2.28315, -2.42684], [-2.48101, -1.23079, -4.64509], [1.81164, 4.34426, -2.37290], [1.14265, -0.94945, 3.53797], [2.75147, -5.12151, 0.95610], [1.80292, -6.53172, 0.47325], [2.13297, 2.98448, -3.95969], [-0.62106, 4.95848, -1.26286], [-2.12702, 2.41364, -0.14349], [-0.69759, 0.72394, 3.78270], [2.13855, -0.02456, 4.64731], [0.04956, -0.23134, -4.14515], [1.24535, 1.51311, -4.23318], [-2.15163, 5.64133, -3.15233], [1.24687, 3.86840, -0.77090], [-3.88820, 1.32955, 0.84474], [0.37669, -4.88833, 1.75017], [-3.35822, -1.83251, -3.08570], [2.16560, -5.28949, -0.71153], [0.58160, 6.10182, -3.01657], [0.26009, 1.63760, 4.93609], [-1.08268, 3.62700, -2.31805], [0.79770, -3.64539, 0.58277], [1.68810, 0.67619, 3.09948], [0.11202, 4.86845, -4.20732]]}


Repeat the fourth record exactly.
{"formula": "C31H25IInO4", "method": "the ωB97M-V functional and the def2-TZVPD basis", "e_homo_ev": -4.442, "fmax_ev_per_a": 0.66, "multiplicity": 1, "charge": -1, "total_energy_ev": -54017.1716, "orbital_gap_ha": 0.19959, "symbols": ["I", "In", "O", "O", "O", "O", "C", "C", "C", "C", "C", "C", "C", "C", "C", "C", "C", "C", "C", "C", "C", "C", "C", "C", "C", "C", "C", "C", "C", "C", "C", "C", "C", "C", "C", "C", "C", "H", "H", "H", "H", "H", "H", "H", "H", "H", "H", "H", "H", "H", "H", "H", "H", "H", "H", "H", "H", "H", "H", "H", "H", "H"], "coordinates": [[0.26848, -6.12788, 0.24401], [-2.74511, -2.50445, -0.84245], [-1.70624, 0.50353, 1.99877], [-1.36015, 5.13175, 4.67411], [2.11313, -1.15062, -5.15202], [3.54508, 1.05975, -0.48170], [-5.12771, 3.37931, 4.19290], [3.51326, 3.46572, -3.88900], [-4.07634, 1.61205, 2.94168], [-1.65780, -6.77982, -0.41224], [3.22635, 0.54661, -1.53651], [2.60301, -3.01711, -0.54122], [-0.23507, 3.47702, 3.42257], [-1.62548, 1.56394, 2.56832], [2.03710, 2.34890, 2.28867], [0.81832, 1.70261, 2.16876], [-2.61923, -5.61005, -0.53341], [-2.25456, -4.56849, -1.60404], [2.83109, 0.77692, -4.00723], [-5.21635, 2.19408, 3.46843], [3.17069, 2.88512, -5.10572], [2.44429, -0.66363, -4.09177], [3.52211, 2.70337, -2.73418], [2.15780, -2.81546, -2.89400], [-0.31965, 2.26603, 2.73192], [2.49401, -1.46915, -2.84270], [-3.90015, 3.98918, 4.38297], [2.87961, -0.89413, -1.62809], [2.82841, 1.54541, -5.16452], [2.12211, 3.55759, 2.97360], [-2.84194, 2.22049, 3.13331], [2.93360, -1.67504, -0.48015], [-2.75194, 3.41512, 3.84853], [0.99193, 4.11989, 3.54090], [-1.44075, 4.09790, 4.03968], [2.21339, -3.58831, -1.74653], [3.18622, 1.35608, -2.78957], [-1.98278, -7.49112, 0.34698], [3.16793, 3.48171, -6.00879], [-1.53581, -7.32072, -1.34864], [-4.31977, -2.70626, 0.00198], [-3.81816, 4.91188, 4.94068], [-1.20848, -4.65354, -1.90934], [-6.17840, 1.72309, 3.31457], [-4.12704, 0.68869, 2.37916], [1.04626, 5.05863, 4.07483], [-2.82960, -1.30591, -2.15120], [3.78620, 3.14082, -1.78137], [3.77283, 4.51548, -3.84354], [3.07550, 4.06315, 3.05941], [1.94314, -4.63467, -1.78247], [2.63337, -3.62072, 0.35624], [-2.69842, -5.15063, 0.45802], [-2.86940, -4.73485, -2.49397], [-6.02130, 3.82822, 4.60745], [2.55203, 1.08251, -6.10165], [-1.52536, -2.11977, 0.39987], [2.91985, 1.91639, 1.83679], [-3.60825, -6.02602, -0.75127], [0.73155, 0.76554, 1.63357], [1.84551, -3.24585, -3.83509], [3.22707, -1.22025, 0.45570]]}


What is the formula in the second record? C9H16Cl2I2N